## A
Here is a structure of composition C4H11NP from the OMol25 dataset. Energies are from ωB97M-V/def2-TZVPD.

```
! wB97M-V def2-TZVPD RIJCOSX def2/J DEFGRID3
* xyz 1 1
C -0.041 -0.150 -1.174
C 0.845 0.394 -0.104
C 0.435 1.632 0.606
C -2.069 -1.035 0.352
N -0.586 -0.911 -0.029
P 2.296 -0.592 0.255
H -0.727 0.437 -1.587
H 0.517 -0.802 -1.788
H 0.683 1.711 1.756
H -0.676 1.887 0.517
H 1.207 2.367 0.300
H -2.316 -0.447 1.287
H -2.626 -0.426 -0.420
H -2.447 -2.055 0.418
H -0.182 -1.848 -0.116
H 3.138 0.308 0.778
H 2.547 -0.471 -1.050
*
```

## Properties
- HOMO level: -14.188 eV
- Lowest unoccupied orbital energy: -0.1649 hartree
- HOMO-LUMO gap: 9.70 eV



## B
Here is the ion C4H11NP with charge +1 from the OMol25 dataset. Energies are from ωB97M-V/def2-TZVPD.

```
! wB97M-V def2-TZVPD RIJCOSX def2/J DEFGRID3
* xyz 1 1
C -0.371 -2.434 0.979
P -1.143 -0.731 1.416
C -0.976 0.301 -0.076
N 0.080 0.990 -0.330
C 0.201 2.017 -1.388
C 1.380 0.584 0.209
H -0.776 -3.161 1.650
H 0.727 -2.503 1.171
H -0.634 -2.760 -0.043
H -2.347 -1.212 0.951
H -1.970 0.768 -0.652
H 1.021 2.735 -1.119
H -0.635 2.600 -1.494
H 0.598 1.323 -2.249
H 1.237 -0.378 0.801
H 1.666 1.391 0.817
H 1.944 0.468 -0.642
*
```

## Properties
- HOMO level: -14.243 eV
- Lowest unoccupied orbital energy: -0.1743 hartree
- SMILES string: CPC=[N+](C)C
- HOMO-LUMO gap: 9.50 eV



Q: What are the energies relative to the best structure? A: A 1.330; B 0.000, in eV.



## A
Here is a cluster of 2 separate species, C5H8ClF in total from the OMol25 dataset. Energies are from ωB97M-V/def2-TZVPD.

```
! wB97M-V def2-TZVPD RIJCOSX def2/J DEFGRID3
* xyz 0 1
C 0.438 0.173 -1.429
C -0.422 0.513 -0.473
C -0.652 -0.878 3.157
C 0.031 -0.321 -2.774
C 0.196 0.738 0.858
F -1.172 -0.068 4.116
Cl 0.765 -1.512 3.738
H 1.467 -0.072 -1.189
H -1.513 0.518 -0.669
H -0.381 -1.262 -2.364
H 0.983 -0.575 -3.235
H -0.714 0.267 -3.376
H 1.359 0.688 0.784
H -0.291 0.108 1.723
H -0.094 1.682 1.134
*
```

## Properties
- HOMO level: -8.641 eV
- Lowest unoccupied orbital energy: -0.0228 hartree
- HOMO-LUMO gap: 8.02 eV



## B
Here is an isolated molecule of C5H8ClF from the OMol25 dataset. Energies are from ωB97M-V/def2-TZVPD.

```
! wB97M-V def2-TZVPD RIJCOSX def2/J DEFGRID3
* xyz 0 1
F -2.675 -0.378 0.013
C -1.398 -0.312 -0.551
C -0.812 1.040 -0.597
C 0.120 1.260 0.662
C 0.754 -0.085 0.777
Cl 2.212 -0.250 -0.377
C -0.424 -0.983 0.472
H -1.497 -0.742 -1.542
H -1.644 1.763 -0.809
H -0.181 1.037 -1.450
H -0.517 1.532 1.472
H 0.929 1.902 0.720
H 1.100 -0.428 1.682
H -1.042 -0.946 1.401
H -0.110 -1.995 0.239
*
```

## Properties
- HOMO level: -10.858 eV
- Lowest unoccupied orbital energy: 0.0341 hartree
- SMILES string: F[C@H]1CC[C@H](Cl)C1
- HOMO-LUMO gap: 11.79 eV



Q: What are the energies relative to the best structure? A: A 4.274; B 0.000, in eV.



## A
Here is an isolated molecule of CH5NOP2 from the OMol25 dataset. Energies are from ωB97M-V/def2-TZVPD.

```
! wB97M-V def2-TZVPD RIJCOSX def2/J DEFGRID3
* xyz 0 1
O 1.290 0.339 -1.194
C 0.146 0.245 -1.573
N -0.938 -0.020 -0.697
P -0.941 -0.467 1.021
P 1.167 -0.959 1.143
H -0.356 0.357 -2.571
H -1.854 0.062 -1.129
H -0.939 1.013 1.339
H 0.814 -0.948 2.622
H 1.611 0.378 1.039
*
```

## Properties
- HOMO level: -9.303 eV
- Lowest unoccupied orbital energy: 0.0261 hartree
- SMILES string: O=CN[PH]#[PH2]
- HOMO-LUMO gap: 10.01 eV



## B
Here is a structure of composition CH5NOP2 from the OMol25 dataset. Energies are from ωB97M-V/def2-TZVPD.

```
! wB97M-V def2-TZVPD RIJCOSX def2/J DEFGRID3
* xyz 0 1
C -1.326 -0.731 -0.317
N 2.069 0.661 -0.856
O -0.241 -1.594 0.020
P 1.268 -1.130 0.450
P 1.194 1.098 0.349
H -2.011 -1.511 -0.745
H -1.163 0.200 -0.999
H -1.846 -0.484 0.642
H -0.028 1.640 0.226
H 2.082 1.850 1.231
*
```

## Properties
- HOMO level (spin up / spin down): -8.481 / -8.482 eV
- Lowest unoccupied orbital energy (spin up / spin down): -0.0010 / -0.0010 hartree
- HOMO-LUMO gap (spin up / spin down): 8.45 / 8.46 eV



Q: What are the energies relative to the best structure? A: A 0.000; B 3.133, in eV.



## A
Here is an isolated molecule of C3H6N4S from the OMol25 dataset. Energies are from ωB97M-V/def2-TZVPD.

```
! wB97M-V def2-TZVPD RIJCOSX def2/J DEFGRID3
* xyz 0 1
H 0.475 2.265 -0.324
N -0.402 1.852 0.016
C -0.425 0.598 0.087
C 0.773 -0.350 -0.170
C 2.187 0.086 -0.160
N 0.321 -1.570 -0.239
N -1.077 -1.565 -0.002
N -1.581 -0.316 0.310
S -3.093 0.046 -0.328
H 2.384 0.692 -0.948
H 2.314 0.831 0.633
H 2.892 -0.779 -0.258
H -1.123 -2.322 0.694
H -3.645 0.533 0.690
*
```

## Properties
- HOMO level: -8.469 eV
- Lowest unoccupied orbital energy: 0.0259 hartree
- SMILES string: [H]/N=c1\c(C)n[nH]n1S
- HOMO-LUMO gap: 9.18 eV



## B
Here is an isolated molecule of C3H6N4S from the OMol25 dataset. Energies are from ωB97M-V/def2-TZVPD.

```
! wB97M-V def2-TZVPD RIJCOSX def2/J DEFGRID3
* xyz 0 1
H 1.785 -2.031 -2.032
N 1.656 -0.902 -1.877
C 0.791 -0.833 -0.871
N 0.321 -1.821 0.149
C -0.581 -1.085 0.729
N -0.724 0.201 0.351
C -0.676 1.069 1.581
N 0.311 0.380 -0.441
S 0.460 1.679 -1.569
H -1.273 -1.593 1.494
H -1.710 0.750 2.006
H -0.600 2.279 1.261
H 0.317 0.835 2.101
H -0.077 1.072 -2.881
*
```

## Properties
- HOMO level: -8.621 eV
- Lowest unoccupied orbital energy: 0.0163 hartree
- SMILES string: [H]/N=c1\ncn(C)n1S
- HOMO-LUMO gap: 9.07 eV



Q: What are the energies relative to the best structure? A: A 0.000; B 0.731, in eV.



## A
Here is an isolated molecule of C3H6N2O from the OMol25 dataset. Energies are from ωB97M-V/def2-TZVPD.

```
! wB97M-V def2-TZVPD RIJCOSX def2/J DEFGRID3
* xyz 0 1
H -1.883 0.868 -1.529
N -0.969 0.436 -1.643
C -0.409 0.233 -0.520
C -1.004 0.555 0.835
N 0.905 -0.249 -0.597
C 1.659 -1.004 0.265
O 2.769 -1.396 -0.017
H -1.521 1.517 0.752
H -0.257 0.647 1.627
H -1.749 -0.189 1.136
H 1.287 -0.183 -1.533
H 1.170 -1.237 1.226
*
```

## Properties
- HOMO level: -9.946 eV
- Lowest unoccupied orbital energy: 0.0283 hartree
- SMILES string: [H]/N=C(\C)NC=O
- HOMO-LUMO gap: 10.72 eV



## B
Here is an isolated molecule of C3H6N2O from the OMol25 dataset. Energies are from ωB97M-V/def2-TZVPD.

```
! wB97M-V def2-TZVPD RIJCOSX def2/J DEFGRID3
* xyz 0 1
H -0.952 -2.909 0.414
N -1.154 -2.183 -0.275
C -0.424 -1.191 -0.220
C -0.092 0.190 -0.525
C -0.612 1.259 0.404
N 1.176 -0.379 -0.483
O 2.052 0.407 0.337
H -0.731 -0.089 -1.466
H -1.700 1.238 0.429
H -0.191 2.216 0.101
H -0.263 1.084 1.420
H 2.890 0.357 -0.137
*
```

## Properties
- HOMO level (spin up / spin down): -7.276 / -7.285 eV
- Lowest unoccupied orbital energy (spin up / spin down): 0.0163 / 0.0163 hartree
- SMILES string: [H]/N=C1/[C@@H](C)N1O
- HOMO-LUMO gap (spin up / spin down): 7.72 / 7.73 eV



Q: What are the energies relative to the best structure? A: A 0.000; B 6.806, in eV.



## A
Here is an isolated molecule of C3H6N2O from the OMol25 dataset. Energies are from ωB97M-V/def2-TZVPD.

```
! wB97M-V def2-TZVPD RIJCOSX def2/J DEFGRID3
* xyz 0 1
C -1.854 -0.433 -0.492
N -1.361 0.797 0.105
C -0.119 0.901 0.319
N 0.863 -0.060 0.069
C 2.183 0.028 0.457
O 2.997 -0.843 0.259
H -2.948 -0.426 -0.505
H -1.532 -0.509 -1.540
H -1.526 -1.345 0.037
H 0.270 1.838 0.717
H 0.604 -0.921 -0.398
H 2.423 0.975 0.971
*
```

## Properties
- HOMO level: -9.963 eV
- Lowest unoccupied orbital energy: 0.0322 hartree
- SMILES string: C/N=C\NC=O
- HOMO-LUMO gap: 10.84 eV



## B
Here is a structure of composition C3H6N2O from the OMol25 dataset. Energies are from ωB97M-V/def2-TZVPD.

```
! wB97M-V def2-TZVPD RIJCOSX def2/J DEFGRID3
* xyz 0 1
N -1.278 -0.556 0.578
C -0.075 -0.709 -0.303
C 0.177 0.268 -1.444
O 1.459 0.610 -0.835
C 1.029 -0.031 0.318
N 1.367 0.122 1.537
H -0.922 -0.228 1.495
H -1.967 0.125 0.236
H -1.769 -1.437 0.730
H 0.319 -0.132 -2.454
H -0.460 1.170 -1.493
H 2.121 0.797 1.636
*
```

## Properties
- HOMO level: -7.467 eV
- Lowest unoccupied orbital energy: 0.0123 hartree
- HOMO-LUMO gap: 7.80 eV



Q: What are the energies relative to the best structure? A: A 0.000; B 2.927, in eV.



## A
Here is a cluster of 2 separate species, C3H6N2O in total from the OMol25 dataset. Energies are from ωB97M-V/def2-TZVPD.

```
! wB97M-V def2-TZVPD RIJCOSX def2/J DEFGRID3
* xyz 0 1
N -0.535 0.746 -1.593
C -0.361 -0.210 -2.338
N -0.324 -1.215 -3.043
H 0.208 0.921 -0.912
H 0.108 -1.127 -3.954
C -0.500 0.034 1.769
C 0.973 0.229 1.565
O 1.490 0.587 0.527
H -1.055 0.194 0.841
H -0.850 0.734 2.538
H -0.688 -0.977 2.147
H 1.613 0.031 2.448
*
```

## Properties
- HOMO level: -10.046 eV
- Lowest unoccupied orbital energy: 0.0336 hartree
- SMILES string: N=C=N.CC=O
- HOMO-LUMO gap: 10.96 eV



## B
Here is an isolated molecule of C3H6N2O from the OMol25 dataset. Energies are from ωB97M-V/def2-TZVPD.

```
! wB97M-V def2-TZVPD RIJCOSX def2/J DEFGRID3
* xyz 0 1
O -1.661 0.628 0.428
N -0.754 -0.117 1.279
C 0.171 -0.723 0.772
N 0.201 -0.676 -0.634
C 0.491 0.778 -0.862
C 1.625 -0.171 -0.954
H -2.261 0.891 1.047
H 0.649 -1.358 1.354
H 0.391 1.518 0.127
H 0.147 1.262 -1.808
H 1.833 -0.617 -2.052
H 2.684 -0.467 -0.343
*
```

## Properties
- HOMO level: -9.643 eV
- Lowest unoccupied orbital energy: 0.0394 hartree
- SMILES string: O/N=C\N1CC1
- HOMO-LUMO gap: 10.72 eV



Q: What are the energies relative to the best structure? A: A 0.000; B 4.644, in eV.



## A
Here is an isolated molecule of C3H6N2O from the OMol25 dataset. Energies are from ωB97M-V/def2-TZVPD.

```
! wB97M-V def2-TZVPD RIJCOSX def2/J DEFGRID3
* xyz 0 1
C 1.471 -1.266 1.410
N 0.517 -0.571 0.653
C -0.514 -0.374 0.002
N -0.384 0.692 -0.906
C -1.192 1.197 -1.871
O -0.811 2.029 -2.665
H 1.188 -1.447 2.451
H 1.706 -2.213 0.909
H 2.379 -0.650 1.407
H -1.498 -0.879 -0.001
H 0.575 1.022 -0.898
H -2.215 0.785 -1.854
*
```

## Properties
- HOMO level: -8.846 eV
- Lowest unoccupied orbital energy: 0.0318 hartree
- SMILES string: C/N=C/NC=O
- HOMO-LUMO gap: 9.71 eV



## B
Here is an isolated molecule of C3H6N2O from the OMol25 dataset. Energies are from ωB97M-V/def2-TZVPD.

```
! wB97M-V def2-TZVPD RIJCOSX def2/J DEFGRID3
* xyz 0 1
C -2.444 -0.542 0.173
N -1.496 0.342 -0.397
N -0.310 -0.007 -0.022
C 0.661 0.816 0.126
C 1.989 0.229 0.113
O 2.227 -0.929 -0.107
H -3.361 0.196 0.587
H -2.020 -1.029 1.123
H -2.672 -1.335 -0.552
H -1.685 1.423 -0.286
H 0.473 1.857 0.254
H 2.856 0.958 0.193
*
```

## Properties
- HOMO level: -9.001 eV
- Lowest unoccupied orbital energy: 0.0066 hartree
- SMILES string: CN/N=C/C=O
- HOMO-LUMO gap: 9.18 eV



Q: What are the energies relative to the best structure? A: A 0.000; B 1.597, in eV.